Density functional theory data (ωB97M-V/def2-TZVPD) for 2 unconnected molecules or ions with the total composition C3H5N3O.

For the energy above the lowest of the compared OMol25 structures with the same formula, charge and spin, the calculation gives 413.42 kJ/mol. As for the highest occupied orbital energy: -9.0 eV. The calculation puts the electronic energy at -9706.2990 eV. Its frontier orbital gap is 9.376 eV. The molecular weight comes out at 99.1 g/mol.

Geometry (Å):
N -0.11 1.21 -1.81
N 0.83 -1.27 -0.49
O -0.91 -0.23 1.81
C -0.67 1.78 -0.72
H 0.29 0.29 -1.58
C 0.37 -0.21 1.62
H -0.70 1.22 -2.63
H 1.27 -2.10 -0.89
H 1.22 -2.19 1.36
H -1.17 0.59 2.27
N -1.10 2.26 0.24
C 0.79 -1.35 0.79

These are the Löwdin partial charges, in e, on atoms 1 to 4: N 0.09; N 0.07; O 0.02; C -0.39

=====

Density functional theory data (ωB97M-V/def2-TZVPD) for 2 unconnected molecules or ions with the total composition C22H42Cl2F3N2O10PS.

For the energy above the lowest of the compared OMol25 structures with the same formula, charge and spin, the calculation gives 0.00 kJ/mol. As for the highest occupied orbital energy: -7.2 eV. The calculation puts the electronic energy at -100266.3311 eV. Its frontier orbital gap is 5.837 eV. The molecular weight comes out at 685.5 g/mol.

Geometry (Å):
O 3.92 -0.76 7.05
H -2.05 -1.62 -0.69
H 2.36 -2.04 2.88
H -2.85 -0.33 3.31
H -0.51 -3.34 0.29
C -0.05 3.07 -0.90
C -2.02 0.43 -2.58
H -1.80 0.82 -3.60
H -3.88 2.03 -4.19
H 0.43 -3.96 -1.08
H -2.15 -0.66 -2.75
H 0.79 3.41 -3.34
H -0.20 4.19 1.42
H 1.06 -0.10 -4.36
Cl 2.32 -2.64 -4.86
C -2.41 0.03 2.36
C -1.37 5.19 -1.69
O 2.26 -2.07 5.84
H 3.44 2.87 -3.03
O 0.04 -3.08 -3.88
H -1.57 6.20 -1.29
H -0.54 5.22 -2.42
O -3.94 1.80 -0.76
H 1.04 -1.40 0.44
H -3.57 -2.53 1.35
C 0.38 -0.72 -3.73
S 3.53 -2.07 6.56
H -0.74 -1.18 1.72
C 3.19 -3.05 8.09
F 4.28 -3.15 8.89
C 0.65 2.32 -3.20
O 1.44 -4.06 0.71
H -0.27 0.32 0.31
H 0.80 3.72 -1.19
H -2.05 -3.39 1.78
H 3.36 -3.18 1.90
H 0.23 2.62 0.07
H 0.46 -2.93 2.15
H 3.94 -0.05 -2.08
H -1.58 0.72 2.63
O -4.66 0.13 -2.46
H -2.28 4.92 -2.28
C -1.82 -1.16 1.48
H -0.59 -0.66 -4.26
H -3.20 0.60 1.82
H -1.31 2.65 -2.54
H 2.84 -3.67 3.58
C 0.52 -3.41 -0.11
C 1.07 -1.98 -0.51
H -1.67 1.33 0.09
P -3.65 1.17 -2.21
F 2.21 -2.51 8.85
N 1.90 1.71 -2.81
H 2.16 -2.18 -0.64
O 0.31 -1.53 -1.60
C -1.21 4.09 -0.58
C 0.40 -0.28 -2.19
C 0.76 -2.20 -4.03
H -3.19 -0.47 0.02
H 2.90 -1.48 -2.45
H 3.13 -0.18 -3.65
H 0.01 5.61 0.37
C 2.57 -3.11 2.67
Cl 2.33 0.86 -0.32
H -2.17 3.59 -0.33
C -0.44 2.12 -2.08
C -2.11 -0.74 -0.01
N -0.76 0.67 -1.79
O -4.00 2.37 -3.29
O 2.84 2.59 -2.32
C 1.24 -3.72 2.11
C 3.02 -0.40 -2.57
H 0.23 1.93 -4.15
C -1.16 0.45 -0.34
C -2.61 -2.44 1.90
O 4.59 -2.78 5.88
F 2.81 -4.32 7.82
H 0.88 -4.61 2.67
H -4.86 2.11 -0.70
H -1.57 5.40 1.20
C -0.73 4.86 0.72
H -2.89 -2.39 2.97
C 1.80 0.46 -2.03

These are the Löwdin partial charges, in e, on atoms 1 to 4: O -0.34; H 0.12; H 0.07; H 0.08

=====

The lowest electronic energy belongs to which entry? C22H42Cl2F3N2O10PS

=====

What is the electronic energy in the second record? -100266.3311 eV

=====

What is the formula in the first record? C3H5N3O